C30H51N3O12 | ωB97M-V/def2-TZVPD

The calculation puts the LUMO energy at -0.785 eV. As for the SMILES: O=[N+]([O-])c1ccccc1.O=[N+]([O-])c1ccccc1.O=[N+]([O-])c1ccccc1.CCO.CCO.CCO.CCO.CCO.CCO.

Each line ends with the Mulliken charge.
Positions of all 96 atoms, in Å:
O  -3.5561  4.4376  -3.1441  -0.5746
O  3.9650  -1.5190  -0.9778  -0.4532
O  -2.0599  -1.3425  2.2393  -0.1687
O  3.1251  1.4896  -2.6146  -0.6706
O  -1.4761  -3.6096  5.6832  -0.6127
O  1.8281  0.2110  -1.5026  -0.4524
O  2.3106  -0.8031  1.3007  0.1480
O  0.3271  -4.5512  4.8137  -0.6473
O  -2.7247  6.1455  -4.2294  -0.6398
O  2.1115  3.0223  1.2453  -0.3593
O  -3.5833  -0.2387  -0.8473  -0.5144
O  -0.3812  -1.2871  -0.3557  0.2152
N  -0.8519  -4.2729  4.8657  1.1103
N  2.0102  1.0690  -2.3596  1.0217
N  -2.6876  5.2975  -3.3268  1.0803
C  -0.0612  -2.4826  -1.0514  -0.0310
C  1.3917  -2.5366  2.6309  -0.0192
C  0.0544  3.0937  -4.6956  -0.4885
C  -2.1437  0.0578  2.5620  0.0194
C  -1.0808  0.3915  3.6242  -0.7706
C  -0.4002  0.9471  -2.9291  -0.1375
C  1.1424  2.5766  -4.0013  -0.8254
C  -1.6692  -4.7657  3.7652  -0.0588
C  0.8228  4.6539  -1.3085  -0.3297
C  -1.4712  1.5320  -3.5689  -0.4913
C  -0.4249  6.0477  -2.7182  -0.4592
C  -1.5516  -5.4881  1.4309  -0.5742
C  -0.3219  3.9742  -0.9423  -0.0428
C  5.3545  -1.6103  -0.6934  -0.3598
C  4.2832  3.5126  2.2785  -1.2064
C  -5.5914  -1.1313  -1.7440  -1.5498
C  -3.0262  -4.5571  3.7159  -0.4499
C  0.7539  5.8560  -2.0314  -0.8570
C  -1.4179  -3.0299  -1.4751  -1.1700
C  -3.6152  -4.7233  2.4377  -0.3649
C  2.3027  -1.3442  2.6087  -1.1669
C  -0.9400  -5.1993  2.6772  -0.1555
C  -1.5762  4.2785  -1.4773  -0.4539
C  5.7862  -0.7529  0.4481  -0.6591
C  -1.5423  5.2816  -2.4209  -0.0343
C  -2.8927  -5.2000  1.2956  -0.5978
C  -1.2402  2.5980  -4.4750  -0.7197
C  -4.3018  -1.4909  -0.9769  0.2849
C  0.8185  1.5377  -3.1443  0.1548
C  3.4230  3.5701  1.0465  -0.1543
H  -3.2033  0.1877  2.9640  0.2631
H  0.1077  -5.1798  2.8380  0.6114
H  -3.4603  -5.3216  0.3880  0.4581
H  5.2905  3.9652  2.1055  0.3551
H  6.8617  -0.8055  0.6759  0.4277
H  1.9105  -0.4318  3.1039  0.2961
H  -1.1418  1.4456  3.8900  0.4401
H  -1.3670  -4.0560  -1.8831  0.4135
H  -2.5259  1.2778  -3.3863  0.4876
H  5.1596  -1.1081  1.3512  -0.0363
H  0.4337  -0.9073  0.0229  -0.2390
H  -4.5681  -1.9058  -0.0069  0.1340
H  -0.0880  0.2568  3.1548  -0.0954
H  -0.5554  6.7073  -3.5639  0.4931
H  -2.0683  3.0242  -5.1335  0.3478
H  -6.1110  -0.3653  -1.3280  0.4609
H  -2.7469  -0.5803  -0.4940  0.1977
H  -3.7792  -2.2309  -1.5808  0.1633
H  -2.0338  0.5790  1.5650  0.0661
H  0.4907  -3.2160  -0.3785  0.2339
H  3.6451  -0.6284  -0.9052  0.0690
H  -1.3767  -1.3850  1.5626  -0.2413
H  0.4099  -2.2029  2.3211  -0.2922
H  -1.7119  -2.3520  -2.2441  0.4336
H  -0.4655  0.2030  -2.1569  0.7238
H  3.7594  4.0498  3.0211  0.3514
H  -1.2386  -0.1187  4.5824  0.2784
H  5.5938  -2.6555  -0.5530  0.3178
H  1.7904  4.3462  -0.9555  0.5343
H  0.7067  -2.2428  -1.7687  0.4068
H  2.1205  2.8784  -4.2290  0.6417
H  0.2499  3.8191  -5.4537  0.4591
H  -2.4759  3.7266  -1.2492  0.5433
H  2.7718  -1.3509  0.6468  0.1281
H  -6.1476  -2.0865  -1.7287  0.3802
H  1.2483  -3.0016  3.5693  0.6942
H  1.6637  6.5212  -2.1527  0.3302
H  5.8620  -1.3302  -1.6482  0.2980
H  2.1213  2.0515  1.0586  0.1966
H  -3.5379  -3.9537  4.4960  0.3580
H  -4.6306  -4.5135  2.2430  0.4086
H  4.5443  2.4692  2.6737  0.2199
H  3.9060  3.2837  0.0272  0.2845
H  -0.9484  -5.8958  0.6461  0.4587
H  -0.1330  3.1881  -0.1385  0.3735
H  1.7229  -3.2475  1.8438  0.2535
H  -5.3753  -0.9207  -2.8164  0.2953
H  3.3266  -1.5056  2.9052  0.3461
H  -2.0587  -3.0515  -0.5985  -0.0671
H  5.6749  0.2668  0.2029  0.2335
H  3.1560  4.6590  0.8367  0.2898

=====

C30H52BN2O13PS | ωB97M-V/def2-TZVPD

The calculation puts the LUMO energy at -8.409 eV. Its total charge is +2.

Each line ends with the Mulliken charge.
Positions of all 100 atoms, in Å:
S  1.0388  -2.6889  2.7555  -0.2263
P  -0.2566  -3.3767  1.4775  0.0077
O  -5.3696  -0.7414  -4.5774  -0.3506
O  -5.6657  6.5826  -2.1767  -0.4266
O  7.1865  -2.3242  2.9034  -0.3093
O  -6.4245  6.8502  -4.5784  -0.4048
O  8.2902  -3.6587  4.3212  -0.5863
O  5.6448  1.3495  3.0842  -0.3830
O  4.7694  1.4073  1.0252  -0.6013
O  -4.0420  -2.4551  4.6705  -0.6103
O  -3.0119  -3.6118  6.2860  -0.3623
O  -4.2659  -2.0758  -3.1595  -0.5886
O  -6.8324  4.6006  -3.4714  -0.3492
O  -0.7858  2.9720  -3.8799  -0.7139
O  1.2083  3.1927  -2.8879  -0.3340
N  -6.0064  3.6975  -2.9076  0.6318
N  -1.2730  -2.0854  0.7047  0.2299
C  -6.6655  2.7421  -1.8905  -0.5515
C  -1.8334  -4.0814  6.9691  -0.3353
C  3.5053  3.5807  -3.5948  -1.0642
C  5.5430  1.4304  4.5191  -0.4797
C  7.1123  -1.4798  1.7383  0.3532
C  5.2993  0.0610  5.1206  -0.6946
C  -0.7047  -1.0057  -0.2172  -0.2306
C  9.3546  -3.2719  2.2350  -0.9263
C  6.7133  -2.2813  0.5158  -1.0675
C  -3.0101  -2.6907  5.2952  0.7375
C  -1.7602  -1.9085  5.0301  -0.6217
C  -5.4438  0.1031  -5.7424  -0.1814
C  -4.2992  -1.4988  -4.2442  0.8440
C  -5.8428  -0.6985  -6.9650  -1.1221
C  8.2569  -3.0816  3.2366  0.7063
C  1.0241  1.8770  -4.9568  -1.0681
C  -3.2015  -1.6890  -5.2457  -1.0078
C  -2.7824  -2.0680  0.9419  -0.1429
C  -1.6074  0.1622  -0.9604  -0.3843
C  2.5804  2.8073  -2.6767  -0.2648
C  -4.2393  1.3238  -1.4210  0.8198
C  4.5889  1.3321  2.2386  0.8955
C  -1.4407  -3.1314  8.0824  -0.9185
C  -5.8491  1.5273  -1.1157  -0.3349
C  -3.8376  -0.9995  0.2804  -0.5968
C  0.4116  2.6954  -3.8617  0.8755
C  -3.5610  2.3525  -2.5118  -0.1712
C  -4.5379  3.5073  -3.2165  -0.3368
C  -3.2647  0.1962  -0.7381  0.7979
C  3.2123  1.1364  2.7964  -0.9660
B  -6.3190  5.9792  -3.3545  0.5114
H  -5.0047  -1.0417  0.5100  0.2600
H  -6.2182  0.8491  -5.5339  0.2553
H  -5.9443  -0.0466  -7.8367  0.3733
H  6.6118  -1.6295  -0.3560  0.3482
H  -1.1946  -2.1379  7.6980  0.2578
H  6.5054  1.8130  4.8757  0.3247
H  0.5071  -4.0775  0.4367  0.1912
H  -3.3560  -2.6360  -5.7706  0.2770
H  1.9481  1.3749  -4.6741  0.3800
H  -1.8246  -0.9456  5.5448  0.2905
H  -5.5888  6.6003  -5.1112  0.3243
H  0.4643  -0.9884  -0.4475  0.4012
H  -0.8446  -2.4177  5.3273  0.2750
H  -1.0741  0.9708  -1.6494  0.0989
H  2.7006  1.7232  -2.7664  0.2826
H  -3.9911  4.1915  -4.0173  0.4040
H  -2.2718  -3.0001  8.7828  0.3083
H  -6.3932  0.7886  -0.3640  0.2622
H  6.3379  -0.7337  1.9469  -0.4271
H  5.7608  -2.7926  0.6889  0.2881
H  2.8148  3.0583  -1.6366  0.2905
H  -2.0942  -5.0533  7.4018  0.3151
H  -4.5113  0.6583  -5.8833  0.2894
H  -1.0193  -4.2678  6.2617  0.2863
H  -5.1082  -1.4743  -7.1972  0.2911
H  -3.2369  -2.8988  1.6461  0.3021
H  2.9392  0.0806  2.7134  0.1521
H  8.0448  -0.9246  1.5974  0.3814
H  3.2907  3.3793  -4.6478  0.2929
H  4.5488  3.3203  -3.3988  0.3686
H  2.5113  1.7393  2.2106  0.2912
H  0.3199  1.0865  -5.2351  0.2501
H  4.3576  -0.3717  4.7721  0.1615
H  -7.8279  2.8204  -1.6300  0.3990
H  9.4400  -2.4648  1.5090  0.3215
H  -3.1161  -0.8819  -5.9717  0.3613
H  -1.6789  -1.7386  3.9519  0.0422
H  -1.0781  -4.3500  2.2065  0.1804
H  3.3752  4.6578  -3.4482  0.3247
H  -6.7953  -1.2097  -6.7919  0.3271
H  -2.4195  2.3010  -2.8126  0.0082
H  4.7897  2.1663  4.8171  0.3822
H  9.2001  -4.2189  1.7101  0.2627
H  1.2090  2.5188  -5.8228  0.3105
H  -0.5747  -3.5148  8.6285  0.3506
H  5.2699  0.1193  6.2119  0.3871
H  -6.0908  6.2935  -1.3165  0.3227
H  7.4479  -3.0571  0.2836  0.3443
H  10.3097  -3.3048  2.7687  0.3008
H  6.0925  -0.6327  4.8239  0.1703
H  3.1005  1.4595  3.8302  0.3745
H  -2.2464  -1.7220  -4.7120  0.2850